16
Properties=species:S:1:pos:R:3:forces:R:3 method="wB97M-V/def2-TZVPD" e_above_lowest_kj_mol=498.2 multiplicity=1 gap_ev=9.0331 max_force_ha_per_bohr=0.086
C 1.752 -0.036 1.141 -0.85 1.44 2.96
C 0.902 -0.392 -1.016 2.83 -1.23 -2.22
C -1.579 -0.750 0.368 -1.69 1.05 0.04
C -1.753 0.728 -0.015 -2.44 0.44 -0.57
H 2.328 -1.021 1.105 -0.61 1.38 -0.33
H 2.327 0.943 0.773 -1.00 -2.48 1.06
H 1.405 0.105 2.299 1.11 -0.15 -2.71
H 2.221 -0.144 -0.963 -4.18 -1.14 -0.98
H 0.646 -1.642 -1.208 1.15 3.64 0.52
H 0.448 0.195 -1.957 0.88 -1.20 2.62
H -2.554 -1.405 0.409 2.33 1.15 0.11
H -2.080 1.813 -1.721 1.58 -2.70 1.89
N 0.484 -0.025 0.365 1.23 -0.44 -1.51
N -0.419 -1.062 0.731 0.20 -1.31 0.63
O -1.611 0.925 -1.353 -1.57 2.38 -0.41
S -2.518 1.768 1.041 1.03 -0.85 -1.11


15
Properties=species:S:1:pos:R:3:forces:R:3 method="wB97M-V/def2-TZVPD" e_above_lowest_kj_mol=581.5 total_charge=+1 multiplicity=1 gap_ev="7.5598 / 8.0611" max_force_ha_per_bohr=0.080
C -2.051 -0.569 0.087 -3.18 0.49 1.21
C -1.349 -1.511 0.635 0.85 1.54 -1.36
C -1.842 0.816 -0.145 1.89 2.77 -0.22
C 0.798 0.335 -0.006 0.41 0.43 -0.44
N 1.472 0.099 1.178 0.60 0.37 -0.10
N 1.753 0.129 -1.167 0.01 -3.21 -2.58
P -0.373 1.681 -0.270 -1.40 -0.37 0.01
H -3.188 -0.462 0.117 0.80 -2.12 -0.12
H -1.281 -2.526 0.839 -0.06 -1.45 0.57
H -2.759 1.439 -0.135 0.73 -0.32 -0.29
H 2.091 0.846 1.520 -0.05 -0.28 -0.30
H 0.813 -0.100 1.895 -0.44 -0.33 0.74
H 1.700 -0.956 -1.345 0.61 2.13 0.74
H 2.770 0.356 -1.049 -1.00 -0.04 0.19
H 1.447 0.422 -2.154 0.24 0.38 1.97


15
Properties=species:S:1:pos:R:3:forces:R:3 method="wB97M-V/def2-TZVPD" smiles="C=C/N=C(/C)NS" e_above_lowest_kj_mol=213.8 multiplicity=1 gap_ev=9.0021 max_force_ha_per_bohr=0.071
C -0.792 -1.228 1.774 -1.61 -0.58 -1.15
C -0.269 -0.301 0.705 0.38 -0.61 -0.71
C 0.954 -0.022 -1.273 0.00 -0.25 -0.12
C 1.065 -0.372 -2.560 -2.27 -2.25 1.71
H -0.526 -2.280 1.488 -0.49 1.06 0.34
H -1.934 -1.078 1.925 1.89 -0.41 -0.30
H -0.304 -0.975 2.679 0.42 0.12 1.21
H -0.758 1.194 1.980 0.16 0.18 -1.01
H 0.150 2.879 -0.327 0.08 0.05 -0.02
H 1.413 0.844 -0.817 0.50 0.29 -0.43
H 1.649 0.165 -3.215 1.03 1.11 -1.46
H 0.458 -1.282 -2.906 1.22 1.45 0.44
N -0.413 1.063 1.017 -0.35 0.08 0.31
N 0.297 -0.812 -0.327 -1.01 0.15 0.58
S -0.990 2.203 -0.143 0.04 -0.40 0.62


15
Properties=species:S:1:pos:R:3:forces:R:3 method="wB97M-V/def2-TZVPD" smiles="C[C@@H]1CN1C(N)=S" e_above_lowest_kj_mol=310.8 multiplicity=1 gap_ev=8.5239 max_force_ha_per_bohr=0.137
C -0.960 0.419 1.460 -3.28 -1.11 0.94
C -1.271 -0.210 0.068 4.92 -1.92 1.40
C -0.289 -1.479 -0.256 0.74 1.93 0.32
C 0.790 0.814 -0.998 -6.17 0.37 0.94
H -0.008 0.754 1.819 0.77 0.32 -0.84
H -1.741 1.229 1.619 1.23 -0.74 -0.06
H -1.224 -0.401 2.219 0.07 1.04 -0.91
H -2.316 -0.367 -0.039 -0.57 0.22 -1.23
H -0.582 -2.234 -0.998 0.16 -0.21 0.95
H 0.598 -1.584 0.440 -1.43 -0.72 -0.46
H 2.703 1.103 -1.461 -0.77 -0.69 0.57
H 2.400 -0.623 -0.875 -1.94 3.77 -1.25
N -0.190 -0.217 -0.935 -1.40 1.94 0.00
N 1.985 0.418 -1.171 6.19 -3.40 0.07
S 0.105 2.379 -0.891 1.47 -0.80 -0.43


15
Properties=species:S:1:pos:R:3:forces:R:3 method="wB97M-V/def2-TZVPD" smiles="C=C(CN)C(N)=S" e_above_lowest_kj_mol=302.9 multiplicity=1 gap_ev=8.4540 max_force_ha_per_bohr=0.105
C 0.187 -0.168 -1.286 -0.65 -2.96 -0.71
C -0.419 0.092 0.031 1.63 1.19 -0.09
C -0.595 -0.899 0.836 -2.40 -1.81 3.58
C -0.390 1.411 0.577 0.85 1.69 0.22
H 0.467 -1.655 -2.507 0.98 -1.43 3.63
H 1.576 -1.792 -1.121 -1.21 0.09 -0.59
H 1.041 0.421 -1.543 0.41 0.65 0.09
H -0.584 -0.057 -2.063 0.31 0.32 0.18
H -0.336 -1.807 0.411 -0.06 -2.03 -0.24
H -1.142 -0.929 1.856 1.30 0.55 -1.76
H 0.617 0.670 2.323 -0.66 0.06 -0.24
H -0.374 2.235 2.362 2.42 -1.96 -0.59
N 0.552 -1.724 -1.356 0.28 2.93 -4.51
N 0.209 1.463 1.844 -3.31 3.55 -0.22
S -0.810 2.740 -0.363 0.11 -0.83 1.24


16
Properties=species:S:1:pos:R:3:forces:R:3 method="wB97M-V/def2-TZVPD" smiles="[H]/N=C(/N)CC(=S)SC" e_above_lowest_kj_mol=176.8 multiplicity=1 gap_ev=8.6204 max_force_ha_per_bohr=0.115
C 1.003 2.757 -0.602 0.77 3.12 -1.28
C 0.666 0.345 0.619 1.58 -0.94 -2.34
C 0.479 -1.070 0.230 -0.18 -1.84 2.14
C -0.946 -1.296 0.061 -5.39 -2.35 0.65
H 1.744 3.161 0.077 0.95 -0.71 0.08
H 1.143 3.443 -1.558 -0.71 -1.79 1.75
H 0.141 3.012 -0.033 -1.31 0.35 -0.16
H 1.040 -1.411 -0.577 1.13 -0.26 -1.58
H 0.709 -1.743 1.091 0.29 0.52 -0.57
H -2.481 -2.591 -0.745 3.62 1.37 -0.90
H -0.859 -2.701 -1.562 0.77 -0.66 -0.60
H -1.133 -0.607 1.773 -1.28 0.29 -0.61
N -1.464 -2.175 -0.999 -3.01 1.90 3.49
N -1.786 -0.917 1.015 2.43 -1.05 -1.77
S 0.970 1.050 -0.927 0.21 0.37 -0.09
S 0.776 0.741 2.136 0.14 1.65 1.78


16
Properties=species:S:1:pos:R:3:forces:R:3 method="wB97M-V/def2-TZVPD" e_above_lowest_kj_mol=304.0 multiplicity=1 gap_ev=7.1283 max_force_ha_per_bohr=0.067
C -0.491 -0.180 -2.334 -1.67 -1.82 1.26
C -0.831 0.312 0.586 0.03 -0.67 -1.61
C 1.194 -0.301 1.631 0.19 -0.35 -0.82
C -0.149 -0.867 1.124 -0.57 -3.39 0.40
N 0.220 0.646 -1.424 1.33 -0.15 -1.81
N -0.313 1.122 -0.309 -1.52 0.97 1.30
S 0.296 -0.305 -3.766 -0.16 -0.05 -0.69
S -1.878 -1.011 -1.701 1.08 1.13 -0.03
H -1.607 0.868 1.077 -0.29 -0.53 0.96
H 1.042 0.569 2.214 -0.30 0.81 1.11
H 1.627 0.146 0.705 0.55 -0.95 0.78
H 1.818 -1.011 2.211 -0.31 0.37 -0.79
H -0.882 -1.329 1.877 1.38 0.80 -0.56
H 0.068 -1.806 0.439 -0.57 2.43 0.80
H 0.771 1.189 -2.096 0.43 0.75 1.21
H -0.884 1.959 -0.235 0.41 0.64 -1.51


15
Properties=species:S:1:pos:R:3:forces:R:3 method="wB97M-V/def2-TZVPD" smiles=C[n+]1cccn1N e_above_lowest_kj_mol=345.4 total_charge=+1 multiplicity=1 gap_ev=11.0168 max_force_ha_per_bohr=0.077
C -1.700 -0.255 -1.104 0.83 0.34 0.22
C -0.886 -1.281 -0.739 -0.15 -0.41 0.77
C -1.147 0.895 -0.545 -0.59 2.13 -1.81
C 0.852 1.483 0.767 2.84 -0.66 -2.67
N 0.131 -0.811 -0.005 -0.09 2.33 0.25
N -0.025 0.579 0.024 0.06 -0.77 1.62
N 1.246 -1.272 0.606 -0.15 0.77 1.60
H -2.398 -0.454 -1.846 -1.70 0.44 -0.74
H -1.140 -2.303 -0.891 0.64 -0.71 -0.10
H -1.291 2.010 -0.667 -0.55 -1.70 0.17
H 0.612 2.565 0.724 -0.32 -1.04 -0.21
H 1.081 1.127 1.720 -0.40 -0.36 1.79
H 1.840 1.252 0.237 -0.93 1.12 0.67
H 1.690 -1.993 0.144 1.04 -1.60 -1.66
H 1.135 -1.542 1.575 -0.52 0.12 0.08


15
Properties=species:S:1:pos:R:3:forces:R:3 method="wB97M-V/def2-TZVPD" e_above_lowest_kj_mol=595.0 total_charge=+1 multiplicity=1 gap_ev="8.5712 / 4.9419" max_force_ha_per_bohr=0.121
C -0.213 -0.373 0.723 -0.91 -1.59 -0.69
C 1.272 -2.191 -0.693 -1.80 3.04 0.75
C -0.964 1.299 -0.665 -2.87 1.54 -1.47
C 0.260 0.787 1.244 0.50 1.88 -2.26
N -0.963 -0.138 -0.412 1.53 1.48 0.99
N 2.222 -2.764 -0.381 5.07 -2.80 2.26
N -0.044 1.786 0.347 0.39 2.94 -0.28
H -0.101 -1.344 1.182 -0.39 0.11 -0.04
H 0.374 -2.466 -1.135 -1.72 -0.36 -1.44
H -0.773 1.709 -1.753 0.43 -1.27 1.93
H -2.098 1.719 -0.543 2.35 -0.77 0.26
H 0.981 0.950 1.991 0.45 0.05 0.97
H 3.026 -2.660 0.298 -1.22 0.18 -1.37
H -1.633 -0.759 -0.782 -0.72 -0.50 -0.30
H 0.299 2.870 0.286 -1.09 -3.95 0.68


15
Properties=species:S:1:pos:R:3:forces:R:3 method="wB97M-V/def2-TZVPD" e_above_lowest_kj_mol=675.8 total_charge=+1 multiplicity=1 gap_ev="7.3265 / 7.3284" max_force_ha_per_bohr=0.118
C 3.066 -0.660 0.131 0.73 -0.22 -0.48
C 1.749 -0.605 -0.049 -0.67 -1.76 -2.24
C -2.679 -0.125 0.159 -1.24 -3.79 -0.44
C -1.723 0.777 0.446 -1.61 3.00 -4.69
N 1.034 0.592 -0.025 0.76 0.98 1.24
N -0.045 0.916 -0.610 0.24 1.37 0.00
N -3.286 -1.099 -0.143 4.55 3.97 0.24
H 3.635 -1.622 -0.010 -0.81 1.29 0.26
H 3.643 0.289 0.227 -0.41 -0.96 0.47
H 1.124 -1.394 -0.592 1.05 0.64 1.39
H -0.066 0.430 -1.488 -1.30 -1.10 -0.36
H -1.572 0.939 1.415 1.30 0.06 4.12
H -2.180 1.791 0.095 1.09 -1.53 0.13
H -4.101 -1.553 -0.127 -3.73 -2.02 0.05
H 1.400 1.323 0.571 0.05 0.06 0.32


15
Properties=species:S:1:pos:R:3:forces:R:3 method="wB97M-V/def2-TZVPD" e_above_lowest_kj_mol=608.2 total_charge=+1 multiplicity=1 gap_ev=8.2630 max_force_ha_per_bohr=0.089
C 0.597 -0.720 -0.371 -0.24 0.23 0.58
C -1.650 -0.499 0.038 -0.37 2.59 1.36
C 1.611 -1.323 -1.220 0.63 -0.16 -0.27
C -0.509 2.124 1.517 -0.30 1.09 -2.50
N -0.755 -1.134 -0.537 0.32 -2.19 -1.78
N 0.641 0.264 0.417 3.14 0.84 -0.37
N -0.241 0.776 1.071 -3.25 -3.21 0.48
H -2.715 -0.576 -0.105 -0.17 -0.36 0.42
H 1.218 -1.372 -2.231 0.18 0.57 -0.44
H 2.481 -0.673 -1.122 0.16 -0.46 -0.44
H 1.839 -2.371 -1.041 0.26 -0.01 0.73
H 0.241 2.592 2.125 1.08 -0.55 0.23
H -0.550 2.671 0.554 -0.38 0.49 0.88
H -1.403 2.226 2.107 -0.54 -0.57 -0.19
H -0.805 -1.985 -1.202 -0.52 1.70 1.31


15
Properties=species:S:1:pos:R:3:forces:R:3 method="wB97M-V/def2-TZVPD" smiles="C[N@@H+]1CN2CC2=N1" e_above_lowest_kj_mol=786.1 total_charge=+1 multiplicity=1 gap_ev="8.7937 / 8.7968" max_force_ha_per_bohr=0.185
C -0.492 1.322 -1.188 7.24 -5.20 3.27
C -1.377 2.157 -0.482 0.50 2.22 3.01
C -0.240 0.231 0.822 0.81 -1.51 -0.59
C 0.734 -1.615 -0.618 0.82 -0.90 -2.36
N 1.011 0.837 -1.085 -5.86 2.11 -1.66
N -1.151 0.787 -0.044 -1.16 -0.26 -4.66
N 0.900 -0.248 -0.083 1.75 1.41 0.64
H -0.996 2.892 0.268 -0.11 0.07 -1.23
H -2.342 2.289 -0.829 -1.76 0.50 -0.69
H 0.107 0.970 1.429 1.47 2.04 2.13
H -0.666 -0.565 1.378 -0.16 -0.91 0.51
H -0.245 -1.840 -1.037 -0.45 0.81 0.33
H 1.377 -1.628 -1.597 -0.57 -0.47 2.29
H 0.876 -2.388 0.168 0.64 0.66 -0.64
H 1.957 -0.136 0.300 -3.15 -0.58 -0.37


Please write out number 9 again, unchanged.
15
Properties=species:S:1:pos:R:3:forces:R:3 method="wB97M-V/def2-TZVPD" e_above_lowest_kj_mol=595.0 total_charge=+1 multiplicity=1 gap_ev="8.5712 / 4.9419" max_force_ha_per_bohr=0.121
C -0.213 -0.373 0.723 -0.91 -1.59 -0.69
C 1.272 -2.191 -0.693 -1.80 3.04 0.75
C -0.964 1.299 -0.665 -2.87 1.54 -1.47
C 0.260 0.787 1.244 0.50 1.88 -2.26
N -0.963 -0.138 -0.412 1.53 1.48 0.99
N 2.222 -2.764 -0.381 5.07 -2.80 2.26
N -0.044 1.786 0.347 0.39 2.94 -0.28
H -0.101 -1.344 1.182 -0.39 0.11 -0.04
H 0.374 -2.466 -1.135 -1.72 -0.36 -1.44
H -0.773 1.709 -1.753 0.43 -1.27 1.93
H -2.098 1.719 -0.543 2.35 -0.77 0.26
H 0.981 0.950 1.991 0.45 0.05 0.97
H 3.026 -2.660 0.298 -1.22 0.18 -1.37
H -1.633 -0.759 -0.782 -0.72 -0.50 -0.30
H 0.299 2.870 0.286 -1.09 -3.95 0.68